{"formula": "C16H51BF4O12", "method": "ωB97M-V/def2-TZVPD", "total_charge": -2, "homo_energy_ev": -1.7047, "lumo_energy_ev": 3.8716, "symbols": ["F", "F", "F", "F", "O", "O", "O", "O", "O", "O", "O", "O", "O", "O", "O", "O", "C", "C", "C", "C", "C", "C", "C", "C", "C", "C", "C", "C", "C", "C", "C", "C", "B", "H", "H", "H", "H", "H", "H", "H", "H", "H", "H", "H", "H", "H", "H", "H", "H", "H", "H", "H", "H", "H", "H", "H", "H", "H", "H", "H", "H", "H", "H", "H", "H", "H", "H", "H", "H", "H", "H", "H", "H", "H", "H", "H", "H", "H", "H", "H", "H", "H", "H", "H"], "xyz": [[0.415, 0.534, -1.297], [-1.362, -0.678, -0.460], [0.656, -0.574, 0.673], [-0.714, 1.249, 0.629], [-2.399, -2.679, 0.979], [-1.772, -0.538, -4.965], [-5.647, -1.485, -1.971], [0.190, -4.550, -1.481], [-0.878, 5.352, 2.026], [1.951, 2.748, -1.619], [0.953, -0.195, 3.375], [5.656, -0.490, 2.039], [0.163, 4.997, 3.998], [-2.202, -4.219, -2.814], [-2.173, 2.711, -1.533], [-2.662, 2.825, 2.204], [0.974, 1.181, 3.767], [2.377, 1.739, 3.742], [3.904, -1.444, 0.701], [3.161, 2.676, -0.907], [0.057, 4.943, 2.744], [-5.105, -0.938, -0.777], [-2.388, 2.088, -2.799], [-3.455, 1.647, 2.204], [-1.438, -3.317, 1.795], [1.249, 4.317, 1.988], [-0.993, -1.192, -3.963], [0.966, -3.370, -1.238], [2.071, -3.153, -2.270], [-3.342, -3.704, -2.180], [3.944, 3.953, -1.139], [4.467, -1.304, 2.102], [-0.270, 0.160, -0.118], [3.497, 4.763, -0.553], [-2.693, -0.775, -4.822], [-0.904, -2.603, 2.436], [4.646, -1.928, 0.066], [-4.066, -0.657, -0.944], [-3.757, -4.372, -1.413], [-1.429, -4.203, -2.230], [-4.111, -3.420, -2.894], [2.854, -3.898, -2.100], [3.036, 1.136, 4.369], [1.931, 3.833, 2.693], [-1.954, -2.045, 0.394], [3.005, -2.062, 0.743], [3.864, 4.271, -2.177], [0.049, -0.908, -4.130], [-5.104, -1.647, 0.057], [4.966, 3.831, -0.777], [-3.978, 1.523, 1.247], [2.390, 2.776, 4.089], [-4.198, 1.778, 2.992], [0.296, 1.743, 3.118], [0.543, 1.267, 4.767], [2.499, -2.163, -2.110], [-3.038, 2.760, -3.356], [-3.128, -2.779, -1.630], [3.735, -0.826, 2.751], [-1.666, 2.109, -0.976], [1.669, -3.221, -3.281], [1.433, -3.450, -0.251], [-2.897, 1.122, -2.687], [0.717, -5.340, -1.351], [-0.706, -3.884, 1.212], [-5.631, -0.028, -0.469], [1.456, 1.928, -1.463], [3.752, 1.824, -1.291], [-2.836, 0.771, 2.419], [0.905, 3.553, 1.286], [2.729, 1.779, 2.706], [-1.052, -2.269, -4.134], [4.745, -2.303, 2.457], [0.964, -0.216, 2.407], [5.643, 0.111, 2.787], [-1.425, 1.929, -3.291], [-6.594, -1.603, -1.868], [1.788, 5.100, 1.451], [3.021, 2.508, 0.168], [-1.990, -3.954, 2.489], [-2.017, 2.695, 1.500], [-1.226, -0.874, -2.948], [3.608, -0.465, 0.327], [0.305, -2.506, -1.221]], "lowdin_charge": [0.11, 0.09, 0.10, 0.15, -0.14, -0.13, -0.13, -0.09, -0.09, -0.07, -0.10, -0.10, -0.12, -0.14, -0.11, -0.12, -0.29, -0.11, -0.08, -0.35, -0.80, -0.16, -0.15, -0.17, -0.16, -0.05, -0.15, -0.28, -0.07, -0.18, -0.09, -0.30, -1.22, 0.06, 0.07, 0.08, 0.07, 0.06, 0.08, 0.03, 0.06, 0.07, 0.06, 0.01, 0.03, 0.06, 0.07, 0.08, 0.08, 0.07, 0.06, 0.06, 0.07, 0.11, 0.11, 0.07, 0.07, 0.05, 0.09, 0.03, 0.07, 0.10, 0.06, 0.09, 0.06, 0.08, 0.04, 0.10, 0.07, 0.06, 0.06, 0.07, 0.10, 0.03, 0.07, 0.08, 0.07, 0.06, 0.10, 0.07, 0.04, 0.06, 0.07, 0.10]}

---

{"formula": "C16H52O10", "method": "ωB97M-V/def2-TZVPD", "de_lowest_kcal_mol": 100.32, "homo_energy_ev": -9.7458, "lumo_energy_ev": 0.4235, "symbols": ["O", "O", "O", "O", "O", "O", "O", "O", "O", "O", "C", "C", "C", "C", "C", "C", "C", "C", "C", "C", "C", "C", "C", "C", "C", "C", "H", "H", "H", "H", "H", "H", "H", "H", "H", "H", "H", "H", "H", "H", "H", "H", "H", "H", "H", "H", "H", "H", "H", "H", "H", "H", "H", "H", "H", "H", "H", "H", "H", "H", "H", "H", "H", "H", "H", "H", "H", "H", "H", "H", "H", "H", "H", "H", "H", "H", "H", "H"], "xyz": [[0.166, -3.960, -2.596], [3.205, 0.504, 2.761], [-5.052, -0.423, 4.213], [-1.511, -2.141, -1.387], [-0.689, 4.417, 0.471], [-0.083, 0.222, -0.910], [2.632, 0.972, -1.468], [-1.047, -2.219, -4.171], [0.264, 1.839, 3.423], [-2.446, 1.528, -1.387], [3.878, -0.159, 1.756], [-4.343, 0.288, 3.258], [1.459, -3.443, -2.366], [1.559, 3.600, 1.140], [0.518, 2.752, 4.491], [-3.648, -1.863, -0.577], [1.887, -3.533, -0.913], [0.545, -0.554, -4.681], [-0.941, -0.948, -4.677], [0.419, 3.562, 0.151], [-2.919, -0.109, 3.077], [0.048, -0.089, 0.483], [-3.271, 2.016, -0.328], [-2.423, -2.679, -0.531], [3.317, 0.601, -2.656], [5.355, -0.148, 2.102], [2.175, -3.948, -3.001], [2.185, 2.692, 0.960], [-2.012, -2.808, 0.455], [2.289, 0.670, 2.623], [-0.476, -0.972, 0.815], [1.431, -2.377, -2.557], [1.074, -3.138, -0.261], [0.896, -0.351, -3.653], [1.076, -0.077, 0.778], [1.194, 3.560, 2.161], [-1.622, -2.272, -3.431], [-0.269, 1.215, 3.925], [2.748, -2.920, -0.798], [1.431, 3.291, 4.205], [3.895, 0.332, 0.780], [0.820, 3.728, -0.870], [2.298, 4.426, 1.061], [-0.406, 0.723, 1.116], [-4.789, 0.160, 2.239], [-2.326, -0.063, 3.980], [-0.826, 4.249, 1.417], [5.916, -0.926, 1.607], [-1.605, 1.143, -1.088], [-3.443, -0.813, -0.339], [-2.704, -3.729, -0.771], [-0.102, -3.702, -3.500], [5.844, 0.776, 1.821], [1.266, -1.333, -5.050], [-0.021, 2.558, 0.243], [0.789, 0.329, -5.255], [4.368, 0.807, -2.576], [-1.309, -1.032, -5.709], [-4.192, 1.401, -0.161], [-2.735, 2.126, 0.598], [-4.025, -1.821, -1.636], [-2.739, -1.106, 2.662], [-4.384, -2.267, 0.114], [-3.694, 3.021, -0.561], [2.159, -4.520, -0.606], [-1.539, -0.192, -4.229], [-4.435, 1.324, 3.396], [3.187, -0.484, -2.841], [3.433, -1.137, 1.670], [-4.754, -1.318, 4.207], [-0.288, 3.471, 4.629], [5.541, -0.293, 3.192], [-0.399, -0.599, -1.339], [3.010, 1.221, -3.544], [1.699, 1.008, -1.654], [0.776, 2.319, 5.428], [-2.429, 0.503, 2.322], [-0.859, -2.883, -1.650]], "lowdin_charge": [-0.09, -0.06, -0.03, -0.12, -0.08, -0.15, -0.13, -0.08, -0.14, -0.13, -0.35, -0.35, -0.30, -0.08, -0.14, -0.07, -0.06, -0.07, -0.30, -0.30, -0.09, -0.10, -0.16, -0.38, -0.16, -0.09, 0.12, 0.08, 0.10, 0.03, 0.07, 0.09, 0.08, 0.04, 0.06, 0.03, 0.05, 0.06, 0.06, 0.08, 0.10, 0.13, 0.09, 0.07, 0.12, 0.07, 0.08, 0.06, 0.02, 0.06, 0.13, 0.08, 0.07, 0.10, 0.07, 0.07, 0.07, 0.12, 0.07, 0.05, 0.11, 0.08, 0.08, 0.09, 0.07, 0.11, 0.10, 0.07, 0.10, 0.07, 0.09, 0.09, 0.07, 0.09, 0.03, 0.07, 0.05, 0.09]}

---

Number 1: HOMO-LUMO gap 5.58 eV, molecular weight 522.38 g mol⁻¹. Number 2: HOMO-LUMO gap 10.17 eV, molecular weight 404.58 g mol⁻¹.